DFT (wB97M-V/def2-TZVPD) results for C41H63Br33N5S2 as an isolated structure at a distorted geometry.

CARTESIAN COORDINATES (ANGSTROEM)
C  4.08670  2.23274  5.23912
C  2.76538  3.01775  5.59476
C  1.50712  2.08469  5.27659
C  0.34829  2.93009  4.62247
C  0.38581  3.02720  3.03370
C  1.82434  2.81568  2.40460
C  1.73378  2.77743  0.81273
C  1.40837  4.22016  0.19416
N  -0.02204  4.20356  -0.20678
C  -0.69287  5.51948  -0.05004
C  -2.25803  5.37927  0.09815
C  -2.74642  4.20788  1.03791
C  -3.30111  4.68048  2.44971
C  -4.37984  3.58700  2.90804
C  -4.18059  3.10206  4.39328
C  -5.49606  2.28783  4.78010
C  -5.33340  1.40938  6.07594
C  -0.23696  3.62375  -1.50086
S  0.54854  4.06532  -2.88811
S  -1.52034  2.31933  -1.53547
C  -1.37281  1.40044  -3.12027
C  -1.94560  -0.07541  -2.85641
C  -0.87604  -1.12497  -3.36730
C  -1.45994  -2.31243  -4.17139
N  -2.81615  -2.57528  -4.27515
C  -2.82709  -3.72449  -5.05330
N  -3.99336  -4.35042  -5.39516
N  -1.47967  -4.10726  -5.36697
N  -0.62749  -3.22762  -4.82589
C  0.85431  -3.26812  -4.88877
C  1.52779  -3.95378  -3.64381
C  2.05975  -2.97134  -2.55704
C  2.25427  -1.54094  -2.71060
C  2.72146  -0.65679  -1.63896
C  3.01080  -1.25702  -0.31258
C  2.86113  -2.70372  -0.15668
C  2.39682  -3.55606  -1.24661
H  3.91487  1.71353  4.25560
H  4.29350  1.45842  6.02161
H  4.96827  2.93193  5.09882
H  2.67835  3.91492  4.91793
H  2.69709  3.33972  6.66501
H  1.14475  1.67834  6.26521
H  1.79525  1.17871  4.67157
H  -0.61834  2.40223  4.88372
H  0.25865  3.94733  5.09525
H  -0.01174  4.05067  2.77019
H  -0.35325  2.27038  2.64002
H  2.26220  1.81913  2.69073
H  2.50777  3.65157  2.69984
H  0.84475  2.11318  0.59560
H  2.62243  2.29034  0.33599
H  1.48248  4.93124  1.06109
H  2.12008  4.50508  -0.62029
H  -0.52035  6.08124  -1.02120
H  -0.25973  6.16100  0.75435
H  -2.68831  5.16846  -0.92329
H  -2.67222  6.34260  0.49348
H  -3.60464  3.69773  0.50897
H  -1.98884  3.40845  1.23046
H  -3.73042  5.71050  2.43625
H  -2.44378  4.56959  3.17626
H  -4.24979  2.66756  2.26437
H  -5.40363  3.98577  2.69362
H  -3.98195  3.94904  5.10420
H  -3.32802  2.36573  4.48095
H  -6.32651  3.03814  4.82213
H  -5.72599  1.60481  3.91068
H  -6.34598  1.37778  6.57605
H  -5.07746  0.34554  5.81901
H  -4.59442  1.86061  6.78095
H  -0.32395  1.39634  -3.50098
H  -2.07631  1.87405  -3.85332
H  -2.05199  -0.20921  -1.74420
H  -2.93020  -0.21931  -3.35893
H  -0.39866  -1.57354  -2.44945
H  -0.11915  -0.62640  -4.02938
H  -4.60909  -4.71657  -4.67484
H  -4.28716  -4.43324  -6.35737
H  -1.29393  -4.95313  -5.90467
H  1.26025  -2.24745  -5.12009
H  1.12155  -3.89352  -5.78922
H  2.36110  -4.66070  -3.91310
H  0.73332  -4.58446  -3.14399
H  2.00227  -1.05622  -3.68772
H  2.81870  0.43926  -1.81118
H  3.33080  -0.58935  0.51613
H  3.10086  -3.19556  0.81273
H  2.25999  -4.67109  -1.09325
C  -0.96209  -6.20891  0.21434
Br  0.47390  -4.97681  -0.22406
Br  -1.25410  -7.50947  -1.18897
Br  -0.67836  -7.04992  1.93078
H  -1.87049  -5.61901  0.29429
C  -2.77225  -2.54337  -9.12339
Br  -1.32953  -1.33383  -9.55334
Br  -3.05416  -3.85810  -10.51173
Br  -2.50975  -3.37878  -7.38264
H  -3.67850  -1.94820  -9.05958
C  6.49659  0.89524  -2.16407
Br  5.66272  2.23980  -3.27680
Br  7.83702  1.65643  -0.99667
Br  5.17338  -0.13600  -1.17981
H  7.00836  0.20544  -2.82777
C  -2.66867  -7.32560  -12.84615
Br  -0.89412  -6.56094  -12.93837
Br  -2.95704  -8.64013  -14.23119
Br  -3.05421  -8.03780  -11.08772
H  -3.37167  -6.51822  -13.02276
C  6.86969  -2.48336  1.66038
Br  6.20212  -4.28964  1.85353
Br  7.15256  -1.63397  3.37394
Br  8.45414  -2.41711  0.55481
H  6.10139  -1.91395  1.14646
C  -4.06104  -1.82547  2.94986
Br  -2.83957  -3.24328  2.46146
Br  -5.08058  -2.26667  4.53012
Br  -3.14738  -0.13181  3.13653
H  -4.76734  -1.71701  2.13363
C  -9.71603  0.37407  7.22184
Br  -8.51377  -1.06508  6.74678
Br  -10.74910  -0.04060  8.80213
Br  -8.78157  2.05920  7.39364
H  -10.41839  0.48242  6.40233
C  8.25041  4.67414  4.78764
Br  7.40574  3.73835  6.25201
Br  8.20921  3.63329  3.16002
Br  7.49691  6.43705  4.53205
H  9.29296  4.81019  5.05452
C  11.61707  2.09617  6.71552
Br  12.56023  1.40408  8.25389
Br  10.03811  1.05144  6.31372
Br  11.21300  3.97828  6.91411
H  12.28426  2.00311  5.86525
C  -4.01098  3.11108  9.92944
Br  -4.80284  1.53396  10.71900
Br  -2.77729  2.65900  8.51022
Br  -5.35467  4.36894  9.33447
H  -3.43600  3.60271  10.70687
C  -0.25327  -10.54662  -17.17612
Br  -1.39022  -9.26291  -18.07353
Br  1.04141  -9.68082  -16.02940
Br  -1.28210  -11.87870  -16.22038
H  0.30357  -11.06937  -17.94650

Calculated values
orbital gap	6.98	eV
DFT total energy	-87612.03796	a.u.
max |F|	0.1057	Eh/bohr
total charge	+1
molar mass	3327.0	g mol⁻¹